1.
ORCA calculation (wB97M-V/def2-TZVPD) on C25H33ClIrN6O5 as an isolated structure at a distorted geometry.

The geometry in ORCA input format:
```
! wB97M-V def2-TZVPD RIJCOSX def2/J DEFGRID3
* xyz 2 2
Ir -0.467 -0.556 0.200
O -0.731 -1.604 1.837
N 0.189 -1.530 2.770
N 1.192 -0.859 2.422
O 1.274 -0.277 1.247
C 2.329 -0.731 3.313
C 3.405 0.030 2.884
C 4.494 0.150 3.731
C 4.492 -0.477 4.968
C 3.397 -1.231 5.374
C 2.296 -1.368 4.548
H 3.386 0.517 1.921
H 5.347 0.739 3.423
H 5.347 -0.379 5.623
H 3.399 -1.718 6.339
H 1.443 -1.956 4.852
N -1.005 1.337 1.322
C -2.147 2.174 0.881
C -1.852 2.722 -0.503
C -1.763 1.668 -1.591
N -0.593 0.750 -1.463
H -1.085 1.114 2.312
H -0.157 1.898 1.242
H -2.300 2.993 1.585
H -3.045 1.559 0.894
H -0.934 3.320 -0.479
H -2.650 3.410 -0.785
H -1.693 2.144 -2.569
H -2.666 1.057 -1.590
H 0.310 1.242 -1.504
H -0.568 0.147 -2.285
C 4.132 -0.310 -0.990
C 3.253 0.702 -1.666
O 2.075 0.803 -1.332
C 3.819 1.551 -2.736
C 5.196 1.617 -2.951
C 5.708 2.429 -3.950
C 4.847 3.166 -4.750
C 3.472 3.098 -4.551
C 2.963 2.299 -3.545
H 3.527 -0.959 -0.362
H 4.869 0.201 -0.365
H 4.685 -0.900 -1.720
H 5.878 1.044 -2.337
H 6.776 2.484 -4.108
H 5.246 3.793 -5.535
H 2.806 3.667 -5.184
H 1.894 2.237 -3.388
O -4.158 0.336 2.822
C -5.398 0.129 2.155
N -5.834 -1.237 2.150
C -5.516 -2.208 1.246
O -6.015 -3.307 1.258
C -4.487 -1.913 0.177
C -4.728 -2.403 -1.103
C -3.736 -2.283 -2.061
C -2.524 -1.725 -1.710
N -2.284 -1.261 -0.472
C -3.261 -1.344 0.453
H -4.293 0.232 3.772
H -5.244 0.475 1.134
H -6.183 0.734 2.607
H -6.524 -1.533 2.826
H -5.670 -2.888 -1.320
H -3.878 -2.646 -3.069
H -1.713 -1.678 -2.421
H -3.039 -0.963 1.440
Cl 0.780 -2.073 -2.317
C 0.345 -2.278 -0.603
H 1.271 -2.488 -0.071
H -0.334 -3.122 -0.515
*
```

Values from the calculation:
- E_HOMO (alpha / beta) (eV) = -13.93 / -13.93
- F_max (eV/Å) = 1.22

Atomic partial charges in e from the Löwdin method, atoms 1 to 4: 1.48 -0.23 0.09 -0.15

2.
ORCA calculation (wB97M-V/def2-TZVPD) on C2H5NOS2 as an isolated structure at a distorted geometry.

The geometry in ORCA input format:
```
! wB97M-V def2-TZVPD RIJCOSX def2/J DEFGRID3
* xyz 0 1
C -0.008 0.798 0.945
C 0.209 -0.139 -0.393
N -0.368 0.611 -1.452
O 0.154 0.676 -2.561
S -1.175 -1.343 -0.587
S 1.805 -1.045 -0.360
H -0.148 0.175 1.902
H -0.968 1.138 0.757
H 0.840 1.487 1.074
H -2.066 -0.534 -0.156
H 1.726 -1.822 0.832
*
```

Values from the calculation:
- E_HOMO (eV) = -9.44
- F_max (eV/Å) = 4.11

Atomic partial charges in e from the Löwdin method, atoms 1 to 4: -0.10 -1.13 -0.21 -0.02

3.
ORCA calculation (wB97M-V/def2-TZVPD) on a 26-piece molecular cluster, C9H68NO26 overall at a distorted geometry.

The geometry in ORCA input format:
```
! wB97M-V def2-TZVPD RIJCOSX def2/J DEFGRID3
* xyz -1 1
C -22.044 18.021 16.102
C -21.704 16.910 15.040
C -22.467 17.278 13.744
C -21.784 18.449 13.042
C -20.305 18.185 12.770
C -19.511 17.677 13.966
N -20.292 16.620 14.701
O -19.506 16.081 15.840
C -19.061 18.872 14.850
C -18.279 17.082 13.282
C -22.434 15.604 15.497
H -21.264 18.062 16.862
H -22.913 17.692 16.673
H -22.241 19.040 15.769
H -23.531 17.430 13.938
H -22.556 16.418 13.078
H -21.897 19.351 13.647
H -22.277 18.716 12.106
H -19.908 19.155 12.470
H -20.282 17.531 11.898
H -18.916 19.764 14.237
H -18.137 18.734 15.412
H -19.823 19.133 15.586
H -17.833 17.763 12.554
H -18.515 16.227 12.647
H -17.526 16.770 14.005
H -22.074 15.062 16.371
H -22.376 14.782 14.780
H -23.517 15.727 15.496
O -18.392 13.722 14.259
H -18.424 14.091 13.375
H -18.852 14.367 14.805
O -23.269 19.512 19.208
H -22.896 20.385 19.337
H -22.509 18.939 19.079
O -18.952 19.626 9.761
H -18.840 20.196 10.530
H -18.101 19.194 9.653
O -18.911 18.080 18.201
H -18.005 17.839 18.404
H -19.071 17.707 17.327
O -23.084 12.127 15.734
H -22.148 11.921 15.684
H -23.347 11.836 16.609
O -15.397 18.103 13.674
H -15.533 17.334 13.117
H -15.403 18.846 13.067
O -15.469 17.255 16.301
H -15.584 17.679 15.446
H -15.687 17.935 16.940
O -16.263 20.230 12.236
H -15.843 21.086 12.136
H -17.190 20.432 12.385
O -17.305 15.407 17.701
H -18.106 15.479 17.174
H -16.637 15.876 17.195
O -21.317 17.239 19.191
H -20.495 17.553 18.802
H -21.043 16.660 19.903
O -20.868 21.866 14.027
H -21.451 22.549 14.363
H -21.458 21.194 13.678
O -15.913 18.658 10.077
H -14.995 18.408 10.196
H -16.094 19.273 10.795
O -25.568 13.639 15.564
H -25.478 13.938 14.658
H -24.725 13.224 15.765
O -16.193 20.546 15.298
H -16.855 19.998 14.869
H -16.303 20.369 16.233
O -21.059 17.839 9.337
H -21.724 17.788 10.025
H -20.546 18.623 9.555
O -23.321 19.481 9.816
H -23.701 19.985 10.538
H -24.070 19.052 9.400
O -18.842 21.386 11.757
H -19.474 21.431 12.480
H -19.004 22.181 11.245
O -20.125 20.473 18.776
H -19.678 19.669 18.494
H -19.708 21.168 18.260
O -25.514 19.104 17.335
H -24.609 19.231 17.631
H -25.481 19.249 16.385
O -22.522 12.265 12.977
H -22.787 12.272 13.900
H -22.275 13.172 12.790
O -20.041 14.329 18.270
H -20.272 14.915 17.544
H -20.063 14.889 19.047
O -25.563 16.008 17.357
H -25.611 16.878 16.955
H -25.145 15.457 16.693
O -25.380 19.818 14.785
H -24.958 19.728 13.928
H -26.269 20.117 14.586
O -20.264 14.539 10.861
H -20.888 13.994 10.378
H -20.733 15.360 11.018
O -19.279 21.974 16.718
H -19.767 21.591 15.986
H -18.642 22.559 16.304
*
```

Values from the calculation:
- E_HOMO (eV) = -4.17
- F_max (eV/Å) = 2.15

Atomic partial charges in e from the Löwdin method, atoms 1 to 4: -0.01 -0.45 -0.14 -0.18